[1]
99
Properties=species:S:1:pos:R:3 method="wB97M-V/def2-TZVPD" e_homo_ev=-12.4 energy_ha=-6061.0790 charge=+1 gap_ha=0.3058 spin_multiplicity=1 fmax_ev_per_a=4.248
C -3.772 1.681 -2.490
C -2.782 0.987 -1.510
O -1.450 0.894 -2.039
B -0.450 1.509 -1.365
O 0.827 1.203 -1.747
N -0.549 2.444 -0.189
C -0.611 2.175 1.095
N -0.760 3.204 1.993
C -0.815 2.613 3.167
Cl -0.977 3.652 4.496
N -0.716 1.274 3.023
S -0.791 0.247 4.359
O -1.044 0.878 5.589
O -1.783 -0.711 4.067
F 0.581 -0.502 4.275
N -0.550 0.950 1.689
C -0.364 -0.416 1.254
C 1.046 -0.716 0.642
F -1.376 -0.843 0.431
C -0.588 3.892 -0.553
Br -0.895 4.065 -2.512
C 0.741 4.644 -0.285
C 2.022 3.775 -0.311
H -4.251 0.924 -3.124
H -4.587 2.083 -1.868
H -3.301 2.475 -3.073
H -3.157 -0.043 -1.416
H -2.884 1.432 -0.511
H 0.816 0.524 -2.439
H -0.421 -1.135 2.080
H 1.620 0.219 0.716
H 1.580 -1.454 1.249
H 0.958 -1.026 -0.401
H -1.465 4.386 -0.129
H 0.658 5.052 0.737
H 0.854 5.494 -0.963
H 2.782 4.313 0.277
H 2.421 3.735 -1.333
H 1.917 2.784 0.140
C 6.553 -4.249 -3.011
C 5.485 -4.212 -1.938
O 5.446 -2.927 -1.293
C 4.780 -1.976 -1.940
O 4.207 -2.093 -2.992
O 4.862 -0.850 -1.218
C 4.229 0.275 -1.826
H 7.518 -3.948 -2.600
H 6.643 -5.252 -3.427
H 6.319 -3.558 -3.821
H 5.719 -4.937 -1.160
H 4.505 -4.471 -2.340
H 3.199 0.047 -2.090
H 4.787 0.593 -2.705
H 4.231 1.084 -1.099
C -8.524 4.903 5.072
C -7.137 5.471 4.860
O -6.136 4.630 5.460
C -5.774 3.570 4.745
O -6.190 3.264 3.657
O -4.861 2.887 5.450
C -4.423 1.688 4.817
H -8.703 4.716 6.131
H -9.282 5.592 4.701
H -8.640 3.951 4.553
H -7.056 6.439 5.353
H -6.925 5.627 3.802
H -4.077 1.884 3.800
H -5.224 0.950 4.811
H -3.594 1.295 5.400
C -3.495 -3.817 -5.869
C -2.707 -2.557 -6.158
O -3.198 -1.899 -7.332
C -4.282 -1.141 -7.157
O -4.861 -0.961 -6.115
O -4.621 -0.627 -8.339
C -5.806 0.171 -8.313
H -3.512 -4.466 -6.746
H -3.056 -4.363 -5.033
H -4.531 -3.583 -5.622
H -1.667 -2.810 -6.363
H -2.713 -1.877 -5.305
H -5.741 0.947 -7.552
H -6.679 -0.458 -8.141
H -5.899 0.644 -9.287
C 4.625 -3.141 3.547
C 5.627 -3.079 2.412
O 6.966 -3.054 2.914
C 7.470 -4.245 3.254
O 6.905 -5.304 3.164
O 8.704 -4.052 3.721
C 9.350 -5.245 4.174
H 4.801 -2.331 4.257
H 3.605 -3.063 3.165
H 4.715 -4.077 4.099
H 5.490 -2.155 1.851
H 5.491 -3.904 1.712
H 9.337 -6.015 3.405
H 8.875 -5.607 5.085
H 10.383 -4.989 4.394

[2]
82
Properties=species:S:1:pos:R:3 method="wB97M-V/def2-TZVPD" e_homo_ev=-1.6 energy_ha=-4359.2177 charge=-1 gap_ha=0.1272 spin_multiplicity=1 fmax_ev_per_a=0.616
C 6.488 1.946 3.110
C 7.312 2.042 1.841
O 6.617 1.498 0.707
C 6.388 0.152 0.767
O 7.276 -0.639 0.908
C 4.942 -0.209 0.582
C 4.483 -0.076 -0.884
C 3.396 -1.084 -1.270
C 3.762 -2.566 -1.087
O 2.710 -3.296 -0.479
C 2.739 -3.292 0.944
C 3.681 -4.374 1.463
C 3.924 -4.343 2.974
C 4.541 -3.029 3.473
I 3.412 -2.064 5.007
C 1.309 -3.469 1.419
O 0.779 -2.184 1.681
C -0.589 -2.134 1.875
Br -0.995 -2.907 3.666
C -1.017 -0.689 1.757
C -2.508 -0.404 1.558
C -2.799 1.044 1.891
O -3.319 -1.303 2.313
H 5.445 2.198 2.906
H 6.517 0.941 3.535
H 6.863 2.646 3.856
H 8.265 1.520 1.948
H 7.514 3.079 1.580
H 4.825 -1.230 0.936
H 4.335 0.444 1.212
H 5.334 -0.149 -1.567
H 4.072 0.925 -1.020
H 3.157 -0.917 -2.322
H 2.483 -0.867 -0.710
H 3.936 -3.035 -2.055
H 4.696 -2.676 -0.521
H 3.052 -2.298 1.287
H 4.641 -4.317 0.942
H 3.247 -5.343 1.196
H 4.604 -5.154 3.242
H 2.993 -4.550 3.503
H 5.530 -3.178 3.893
H 4.624 -2.282 2.691
H 1.246 -4.091 2.316
H 0.742 -3.963 0.620
H -1.103 -2.792 1.171
H -0.605 -0.140 2.608
H -0.520 -0.324 0.854
H -2.736 -0.552 0.498
H -2.716 1.181 2.977
H -3.777 1.349 1.523
H -2.053 1.686 1.424
H -3.921 -0.782 2.851
C -4.975 4.557 -3.175
C -5.054 3.410 -2.151
C -6.449 2.767 -2.236
C -6.675 1.897 -3.477
C -5.377 1.247 -3.981
C -4.282 1.136 -2.917
N -3.952 2.469 -2.438
O -2.961 2.423 -1.442
C -3.024 0.581 -3.590
C -4.691 0.136 -1.814
C -4.916 4.011 -0.753
H -3.992 5.025 -3.104
H -5.744 5.320 -2.998
H -5.093 4.174 -4.191
H -6.597 2.160 -1.340
H -7.208 3.556 -2.186
H -7.405 1.121 -3.229
H -7.126 2.486 -4.281
H -5.595 0.251 -4.382
H -4.964 1.829 -4.810
H -2.660 1.298 -4.327
H -3.239 -0.372 -4.089
H -2.243 0.431 -2.846
H -4.868 -0.860 -2.234
H -5.594 0.443 -1.287
H -3.881 0.078 -1.089
H -5.733 4.726 -0.587
H -3.961 4.518 -0.644
H -4.965 3.233 0.009

[3]
79
Properties=species:S:1:pos:R:3 method="wB97M-V/def2-TZVPD" e_homo_ev="-18.0 / -18.1" energy_ha=-5221.7153 charge=+4 gap_ha="0.1179 / 0.1176" spin_multiplicity=1 fmax_ev_per_a=3.866
Ce 0.042 -0.135 -0.245
P 2.375 0.531 1.166
P 1.581 -2.119 -1.566
P -1.490 1.020 1.804
H -2.435 -2.464 -1.856
C -2.302 -1.465 -1.373
C -1.450 -0.505 -1.965
H -0.646 -0.799 -2.684
C 2.568 -0.753 2.470
C 3.984 0.482 0.290
C 2.453 2.102 2.102
C 0.653 -3.373 -2.526
C 2.872 -1.574 -2.753
C 2.564 -3.155 -0.417
C -3.281 0.593 1.668
C -1.463 2.863 1.902
C -1.034 0.579 3.534
H -3.205 -1.137 -0.806
H -1.586 0.589 -1.740
H 3.483 -0.539 3.048
H 2.643 -1.750 2.007
H 1.685 -0.757 3.132
H 4.775 0.717 1.018
H 3.984 1.226 -0.521
H 4.167 -0.509 -0.150
H 3.101 1.955 2.983
H 1.446 2.402 2.439
H 2.853 2.908 1.465
H 1.406 -4.057 -2.944
H 0.080 -2.909 -3.339
H -0.062 -3.941 -1.913
H 3.395 -2.465 -3.131
H 3.603 -0.900 -2.277
H 2.431 -1.031 -3.602
H 2.926 -4.023 -0.986
H 1.955 -3.507 0.431
H 3.423 -2.599 -0.011
H -3.869 1.039 2.488
H -3.403 -0.503 1.676
H -3.645 0.948 0.690
H -2.407 3.204 2.348
H -1.366 3.260 0.880
H -0.612 3.237 2.493
H -1.789 1.023 4.202
H -0.027 0.971 3.757
H -1.016 -0.515 3.650
C -2.406 -4.545 1.973
C -2.902 -4.701 0.657
C -3.906 -5.649 0.426
C -4.500 -6.309 1.509
C -4.142 -6.016 2.824
C -3.075 -5.150 3.062
Se -0.775 -3.503 2.219
H -0.956 -3.168 3.631
H -2.543 -4.060 -0.161
H -4.274 -5.836 -0.590
H -5.300 -7.000 1.308
H -4.724 -6.426 3.644
H -2.765 -4.882 4.062
C -0.395 2.085 -3.389
P 0.703 2.290 -1.930
C 2.354 2.337 -2.751
C 0.516 4.119 -1.558
C 0.225 5.055 -2.577
C 0.078 6.423 -2.295
C 0.210 6.908 -0.982
C 0.565 5.994 0.018
C 0.735 4.628 -0.258
H -0.828 1.075 -3.390
H 0.154 2.192 -4.330
H -1.219 2.809 -3.339
H 3.024 2.993 -2.173
H 2.785 1.323 -2.782
H 2.284 2.740 -3.775
H 0.080 4.706 -3.610
H -0.153 7.104 -3.124
H 0.054 7.975 -0.767
H 0.710 6.351 1.040
H 1.027 3.968 0.570

[4]
86
Properties=species:S:1:pos:R:3 method="wB97M-V/def2-TZVPD" e_homo_ev="-7.7 / -7.7" energy_ha=-4103.0513 gap_ha="0.3015 / 0.3021" spin_multiplicity=5 fmax_ev_per_a=1.903 s2=6.004
C 2.232 -3.640 -2.512
C 1.713 -2.394 -3.168
H 2.471 -4.429 -3.240
H 1.480 -4.027 -1.806
H 3.155 -3.438 -1.947
C 1.311 -2.357 -4.450
C 1.269 -3.539 -5.356
H 1.025 -1.420 -4.927
H 0.929 -4.444 -4.833
H 2.249 -3.751 -5.817
H 0.572 -3.329 -6.180
Pm -0.358 -0.743 0.807
Cl 2.137 -0.596 1.766
Cl -2.221 -1.695 2.482
H -2.374 2.460 4.939
H 0.038 1.786 6.524
C -2.269 1.370 4.833
C -0.163 0.814 6.049
N -0.857 0.989 4.780
H -2.801 1.022 3.942
C -0.197 0.915 3.633
O -0.751 1.019 2.497
H 0.786 0.299 5.865
H 0.887 0.737 3.716
H -2.696 0.900 5.723
H -0.788 0.216 6.723
H -0.844 -3.041 -1.998
H -1.706 -1.954 -4.606
C -1.931 -2.908 -1.917
C -2.626 -1.779 -4.020
N -2.311 -1.671 -2.592
H -2.207 -2.861 -0.859
C -2.350 -0.511 -1.925
O -2.201 -0.435 -0.683
H -3.102 -0.853 -4.376
H -2.505 0.374 -2.566
H -2.451 -3.727 -2.422
H -3.303 -2.636 -4.166
O 0.642 -1.394 -1.269
C 1.598 -1.189 -2.234
C 0.187 0.349 -3.646
C 1.398 0.116 -3.006
H -0.587 -0.422 -3.536
C -0.031 1.521 -4.378
H 2.571 -1.096 -1.726
C 2.416 1.069 -3.074
H -1.015 1.703 -4.827
C 1.006 2.448 -4.498
C 2.223 2.227 -3.833
H 3.335 0.907 -2.507
H 0.860 3.357 -5.089
H 3.018 2.978 -3.895
Si 0.365 -4.241 2.891
Cl 0.378 -3.469 0.830
C -1.378 -4.785 3.304
C 1.135 -2.966 4.026
C 1.491 -5.723 2.743
H -2.112 -4.275 2.669
H -1.637 -4.553 4.344
H -1.486 -5.868 3.177
H 1.019 -6.554 2.197
H 1.718 -6.098 3.753
H 2.442 -5.488 2.264
H 1.070 -1.955 3.603
H 2.206 -3.179 4.168
H 0.653 -2.950 5.014
C -1.769 4.723 2.936
C -0.539 4.334 2.139
N -0.945 3.681 0.866
C 0.032 3.404 -0.046
S 0.247 1.863 -0.717
N 0.815 4.456 -0.410
C 0.237 5.810 -0.575
C 1.331 6.860 -0.548
H -2.433 5.355 2.337
H -1.458 5.300 3.812
H -2.331 3.851 3.288
H 0.065 5.211 1.891
H 0.099 3.641 2.713
H -1.557 2.876 1.015
H 1.487 4.215 -1.136
H -0.301 5.854 -1.537
H -0.495 5.976 0.221
H 1.931 6.822 -1.463
H 0.867 7.848 -0.483
H 1.987 6.726 0.318

[5]
85
Properties=species:S:1:pos:R:3 method="wB97M-V/def2-TZVPD" e_homo_ev=-2.2 energy_ha=-2852.3732 charge=-2 gap_ha=0.2393 spin_multiplicity=1 fmax_ev_per_a=0.555
In -0.626 1.003 -0.468
C -3.330 -2.307 0.290
S -2.473 -1.182 1.381
O -1.059 -1.130 0.790
C -2.288 -2.233 2.816
C -3.105 -2.018 3.916
C -2.905 -2.795 5.051
C -1.911 -3.765 5.078
C -1.098 -3.962 3.970
C -1.280 -3.186 2.834
H -2.635 -3.117 0.059
H -3.547 -1.719 -0.599
H -4.243 -2.625 0.784
H -3.890 -1.278 3.828
H -3.534 -2.640 5.919
H -1.765 -4.365 5.970
H -0.312 -4.709 3.994
H -0.627 -3.291 1.975
C 1.531 -2.697 -3.316
C 0.623 -2.012 -2.284
C 0.274 -3.075 -1.231
C -0.700 -1.635 -2.971
Si 1.368 -0.404 -1.452
C 2.250 0.675 -2.841
C 1.361 0.777 -4.093
C 2.397 2.126 -2.352
C 3.629 0.178 -3.295
C 2.703 -0.955 -0.122
C 2.012 -1.521 1.131
C 3.714 -2.006 -0.600
C 3.504 0.266 0.354
H 1.034 -3.605 -3.685
H 2.488 -3.003 -2.886
H 1.743 -2.071 -4.181
H -0.324 -3.863 -1.710
H -0.307 -2.655 -0.411
H 1.164 -3.556 -0.818
H -1.151 -2.540 -3.404
H -0.572 -0.904 -3.769
H -1.420 -1.214 -2.265
H 0.369 1.154 -3.835
H 1.265 -0.168 -4.627
H 1.826 1.492 -4.788
H 1.414 2.565 -2.175
H 2.886 2.718 -3.140
H 2.996 2.226 -1.448
H 3.608 -0.851 -3.657
H 4.381 0.237 -2.507
H 3.982 0.810 -4.122
H 1.625 -2.528 0.968
H 1.170 -0.914 1.465
H 2.744 -1.580 1.948
H 3.233 -2.945 -0.871
H 4.417 -2.229 0.217
H 4.304 -1.675 -1.456
H 2.854 1.056 0.736
H 4.129 0.696 -0.427
H 4.165 -0.040 1.176
C -2.005 2.865 -2.435
O -0.883 2.050 -2.251
H -1.732 3.778 -2.993
H -2.483 3.175 -1.498
H -2.788 2.354 -3.016
F -2.749 0.573 -0.561
Te -4.028 1.567 1.332
F -4.974 2.859 2.380
F -4.942 -0.995 2.128
F -4.757 2.685 -0.116
F -3.198 1.217 3.120
O -2.479 2.676 1.110
C 0.263 3.197 3.145
C -0.246 3.430 1.718
C -1.036 4.741 1.689
C 0.955 3.591 0.785
C -1.121 2.211 1.297
H 0.905 4.019 3.481
H 0.844 2.271 3.196
H -0.579 3.101 3.833
H -0.383 5.558 2.016
H -1.909 4.695 2.339
H -1.395 4.964 0.683
H 1.547 4.474 1.051
H 0.627 3.702 -0.252
H 1.617 2.722 0.832
H -1.126 1.512 2.139

Please write out number 5 again, unchanged.
85
Properties=species:S:1:pos:R:3 method="wB97M-V/def2-TZVPD" e_homo_ev=-2.2 energy_ha=-2852.3732 charge=-2 gap_ha=0.2393 spin_multiplicity=1 fmax_ev_per_a=0.555
In -0.626 1.003 -0.468
C -3.330 -2.307 0.290
S -2.473 -1.182 1.381
O -1.059 -1.130 0.790
C -2.288 -2.233 2.816
C -3.105 -2.018 3.916
C -2.905 -2.795 5.051
C -1.911 -3.765 5.078
C -1.098 -3.962 3.970
C -1.280 -3.186 2.834
H -2.635 -3.117 0.059
H -3.547 -1.719 -0.599
H -4.243 -2.625 0.784
H -3.890 -1.278 3.828
H -3.534 -2.640 5.919
H -1.765 -4.365 5.970
H -0.312 -4.709 3.994
H -0.627 -3.291 1.975
C 1.531 -2.697 -3.316
C 0.623 -2.012 -2.284
C 0.274 -3.075 -1.231
C -0.700 -1.635 -2.971
Si 1.368 -0.404 -1.452
C 2.250 0.675 -2.841
C 1.361 0.777 -4.093
C 2.397 2.126 -2.352
C 3.629 0.178 -3.295
C 2.703 -0.955 -0.122
C 2.012 -1.521 1.131
C 3.714 -2.006 -0.600
C 3.504 0.266 0.354
H 1.034 -3.605 -3.685
H 2.488 -3.003 -2.886
H 1.743 -2.071 -4.181
H -0.324 -3.863 -1.710
H -0.307 -2.655 -0.411
H 1.164 -3.556 -0.818
H -1.151 -2.540 -3.404
H -0.572 -0.904 -3.769
H -1.420 -1.214 -2.265
H 0.369 1.154 -3.835
H 1.265 -0.168 -4.627
H 1.826 1.492 -4.788
H 1.414 2.565 -2.175
H 2.886 2.718 -3.140
H 2.996 2.226 -1.448
H 3.608 -0.851 -3.657
H 4.381 0.237 -2.507
H 3.982 0.810 -4.122
H 1.625 -2.528 0.968
H 1.170 -0.914 1.465
H 2.744 -1.580 1.948
H 3.233 -2.945 -0.871
H 4.417 -2.229 0.217
H 4.304 -1.675 -1.456
H 2.854 1.056 0.736
H 4.129 0.696 -0.427
H 4.165 -0.040 1.176
C -2.005 2.865 -2.435
O -0.883 2.050 -2.251
H -1.732 3.778 -2.993
H -2.483 3.175 -1.498
H -2.788 2.354 -3.016
F -2.749 0.573 -0.561
Te -4.028 1.567 1.332
F -4.974 2.859 2.380
F -4.942 -0.995 2.128
F -4.757 2.685 -0.116
F -3.198 1.217 3.120
O -2.479 2.676 1.110
C 0.263 3.197 3.145
C -0.246 3.430 1.718
C -1.036 4.741 1.689
C 0.955 3.591 0.785
C -1.121 2.211 1.297
H 0.905 4.019 3.481
H 0.844 2.271 3.196
H -0.579 3.101 3.833
H -0.383 5.558 2.016
H -1.909 4.695 2.339
H -1.395 4.964 0.683
H 1.547 4.474 1.051
H 0.627 3.702 -0.252
H 1.617 2.722 0.832
H -1.126 1.512 2.139